1.
Computed, not measured: a cluster of 12 separate species, C47H125N17O19 in total at a distorted geometry, with the ωB97M-V functional and the def2-TZVPD basis.

Positions of all 208 atoms, in Å:
C  -7.09  -5.51  3.64
O  -5.70  -5.55  3.40
C  -5.37  -4.96  2.15
C  -3.87  -5.08  1.95
N  -3.14  -4.59  3.11
C  -1.69  -4.73  2.93
C  -0.97  -4.32  4.19
O  -1.32  -5.14  5.31
C  -0.87  -6.47  5.18
H  -7.36  -4.50  3.97
H  -7.34  -6.25  4.40
H  -7.68  -5.81  2.77
H  -5.65  -3.90  2.18
H  -5.84  -5.53  1.34
H  -3.61  -4.41  1.13
H  -3.59  -6.12  1.71
H  -3.40  -5.12  3.94
H  -1.46  -4.04  2.11
H  -1.46  -5.77  2.69
H  -1.31  -3.34  4.51
H  0.12  -4.30  4.10
H  -1.45  -7.07  4.47
H  -1.03  -6.95  6.15
H  0.19  -6.54  4.90
C  -2.30  -4.73  -1.61
O  -3.37  -4.85  -2.54
C  -3.83  -3.64  -3.05
C  -2.82  -2.88  -3.94
N  -1.89  -2.05  -3.23
C  -1.31  -0.90  -3.92
C  0.09  -1.10  -4.48
O  0.20  -1.69  -5.75
C  -0.17  -0.87  -6.82
H  -2.37  -5.49  -0.83
H  -2.33  -3.74  -1.17
H  -1.39  -4.90  -2.20
H  -4.18  -2.93  -2.28
H  -4.70  -3.81  -3.69
H  -3.49  -2.30  -4.60
H  -2.32  -3.62  -4.57
H  -2.20  -1.70  -2.33
H  -1.17  -0.13  -3.15
H  -1.97  -0.52  -4.72
H  0.70  -1.71  -3.80
H  0.63  -0.14  -4.38
H  -0.28  -1.44  -7.74
H  0.54  -0.04  -6.96
H  -1.12  -0.34  -6.64
C  10.22  0.21  0.49
O  8.96  0.53  1.03
C  8.00  0.83  0.05
C  7.34  -0.33  -0.67
N  6.27  -0.97  0.10
C  4.94  -0.65  -0.41
C  4.49  -1.60  -1.51
O  4.43  -2.89  -0.98
C  4.20  -3.89  -1.94
H  10.25  -0.77  0.01
H  10.99  0.29  1.26
H  10.58  1.00  -0.19
H  8.45  1.47  -0.72
H  7.26  1.46  0.53
H  8.09  -1.07  -0.99
H  6.99  0.04  -1.64
H  6.37  -1.97  0.14
H  4.87  0.37  -0.80
H  4.21  -0.74  0.39
H  5.16  -1.58  -2.38
H  3.50  -1.25  -1.87
H  5.04  -3.91  -2.66
H  3.33  -3.70  -2.58
H  4.13  -4.86  -1.45
C  0.31  9.89  3.51
O  0.59  9.90  2.13
C  0.10  11.05  1.47
C  -0.05  10.72  -0.01
N  -0.91  9.62  -0.41
C  -0.33  8.30  -0.29
C  -1.19  7.28  -0.99
O  -2.39  7.16  -0.24
C  -3.25  6.19  -0.75
H  0.57  10.84  3.97
H  0.94  9.13  3.96
H  -0.75  9.67  3.68
H  0.76  11.90  1.65
H  -0.92  11.27  1.80
H  0.96  10.47  -0.40
H  -0.21  11.62  -0.62
H  -1.80  9.69  0.08
H  -0.19  7.99  0.75
H  0.69  8.29  -0.70
H  -0.74  6.28  -1.09
H  -1.44  7.71  -1.97
H  -3.44  6.17  -1.83
H  -4.23  6.28  -0.30
H  -2.83  5.21  -0.47
C  0.64  -0.09  3.43
O  -0.55  -0.56  2.85
C  -1.75  -0.33  3.58
C  -2.91  -0.94  2.82
N  -3.12  -0.33  1.50
C  -3.87  -1.32  0.70
C  -4.46  -0.71  -0.54
O  -3.43  -0.31  -1.43
C  -3.92  0.22  -2.64
H  1.29  0.44  2.72
H  1.17  -0.97  3.81
H  0.42  0.50  4.32
H  -1.91  0.74  3.76
H  -1.62  -0.87  4.52
H  -3.83  -0.88  3.39
H  -2.64  -2.01  2.70
H  -2.25  -0.24  0.97
H  -4.73  -1.70  1.25
H  -3.25  -2.21  0.52
H  -5.05  0.19  -0.31
H  -5.16  -1.41  -1.03
H  -4.34  -0.58  -3.26
H  -3.07  0.67  -3.15
H  -4.66  1.00  -2.46
C  2.68  -2.65  1.99
O  1.38  -2.66  1.46
C  1.36  -2.46  0.05
C  -0.08  -2.35  -0.38
N  -0.76  -1.11  0.02
C  -0.03  0.12  -0.37
C  -0.96  1.31  -0.57
O  -0.32  2.39  -1.22
C  0.76  2.93  -0.51
H  3.39  -3.23  1.40
H  2.63  -2.90  3.05
H  3.10  -1.63  2.06
H  1.75  -3.40  -0.37
H  1.99  -1.62  -0.24
H  -0.74  -3.07  0.10
H  -0.12  -2.45  -1.47
H  -0.70  -1.04  1.04
H  0.36  -0.07  -1.38
H  0.85  0.27  0.27
H  -1.31  1.63  0.42
H  -1.77  0.99  -1.23
H  0.63  3.09  0.56
H  0.92  3.93  -0.93
H  1.68  2.37  -0.69
C  -2.20  3.66  -3.17
O  -3.22  4.46  -3.74
C  -4.14  3.69  -4.46
C  -5.18  4.61  -5.08
N  -4.67  5.81  -5.74
C  -3.91  5.51  -6.96
C  -3.52  6.76  -7.72
O  -2.60  6.46  -8.75
C  -1.32  6.12  -8.33
H  -2.73  3.07  -2.41
H  -1.49  4.29  -2.64
H  -1.68  3.00  -3.87
H  -4.66  2.91  -3.88
H  -3.58  3.16  -5.25
H  -5.86  4.97  -4.30
H  -5.84  4.05  -5.75
H  -4.03  6.21  -5.07
H  -4.49  4.83  -7.60
H  -3.07  4.85  -6.67
H  -3.11  7.58  -7.13
H  -4.46  7.08  -8.18
H  -0.64  6.10  -9.19
H  -1.29  5.17  -7.80
H  -0.82  6.94  -7.79
N  4.21  -4.34  5.40
C  3.42  -5.43  5.09
N  3.56  -6.45  6.00
O  2.70  -5.60  4.11
H  5.12  -4.62  5.74
H  4.29  -3.57  4.75
H  3.11  -7.32  5.76
H  4.11  -6.39  6.84
N  1.25  -5.57  1.58
C  2.15  -6.19  0.77
N  2.98  -7.09  1.40
O  2.18  -5.99  -0.45
H  1.23  -5.80  2.56
H  0.61  -4.90  1.20
H  3.69  -7.44  0.79
H  3.06  -6.96  2.39
N  7.97  -3.84  4.36
C  7.22  -4.60  3.50
N  6.30  -3.92  2.74
O  7.38  -5.82  3.44
H  8.59  -4.39  4.92
H  7.92  -2.85  4.51
H  5.64  -4.49  2.25
H  5.97  -3.07  3.20
N  -4.47  2.19  2.52
C  -4.45  3.04  1.44
N  -3.79  2.48  0.37
O  -4.95  4.15  1.42
H  -4.95  2.44  3.36
H  -3.86  1.39  2.45
H  -3.59  1.49  0.41
H  -3.81  3.09  -0.43
N  5.09  0.46  2.93
C  4.81  -0.35  4.00
N  4.28  0.29  5.09
O  5.01  -1.56  3.97
H  5.45  0.11  2.05
H  4.69  1.38  2.99
H  4.00  -0.29  5.87
H  4.32  1.28  5.18

Calculated values
Charge ... 0
Multiplicity ... 1
ΔE to the lowest compared entry with this formula, charge and spin ... 17.4 kcal/mol
Frontier orbital gap ... 0.3084 hartree

Atom charges from the Löwdin analysis, given in e for atoms 1 to 99: atom 1 (C): -0.1113, atom 2 (O): -0.1942, atom 3 (C): -0.2196, atom 4 (C): -0.2111, atom 5 (N): -0.0480, atom 6 (C): -0.2225, atom 7 (C): -0.1940, atom 8 (O): -0.1796, atom 9 (C): -0.1194, atom 10 (H): 0.0894, atom 11 (H): 0.0863, atom 12 (H): 0.0854, atom 13 (H): 0.1168, atom 14 (H): 0.1260, atom 15 (H): 0.0938, atom 16 (H): 0.1253, atom 17 (H): 0.1084, atom 18 (H): 0.1021, atom 19 (H): 0.1078, atom 20 (H): 0.1154, atom 21 (H): 0.1119, atom 22 (H): 0.0856, atom 23 (H): 0.0901, atom 24 (H): 0.0759, atom 25 (C): -0.0844, atom 26 (O): -0.1702, atom 27 (C): -0.2269, atom 28 (C): -0.2011, atom 29 (N): -0.0442, atom 30 (C): -0.2024, atom 31 (C): -0.2322, atom 32 (O): -0.1694, atom 33 (C): -0.1181, atom 34 (H): 0.0826, atom 35 (H): 0.0508, atom 36 (H): 0.1010, atom 37 (H): 0.1032, atom 38 (H): 0.1220, atom 39 (H): 0.1088, atom 40 (H): 0.1274, atom 41 (H): 0.0705, atom 42 (H): 0.0971, atom 43 (H): 0.1091, atom 44 (H): 0.1159, atom 45 (H): 0.1213, atom 46 (H): 0.0877, atom 47 (H): 0.0894, atom 48 (H): 0.0753, atom 49 (C): -0.1261, atom 50 (O): -0.1761, atom 51 (C): -0.2398, atom 52 (C): -0.2047, atom 53 (N): -0.0410, atom 54 (C): -0.2083, atom 55 (C): -0.2457, atom 56 (O): -0.2074, atom 57 (C): -0.0956, atom 58 (H): 0.0844, atom 59 (H): 0.0875, atom 60 (H): 0.0892, atom 61 (H): 0.1173, atom 62 (H): 0.1193, atom 63 (H): 0.1223, atom 64 (H): 0.1164, atom 65 (H): 0.1032, atom 66 (H): 0.1236, atom 67 (H): 0.0814, atom 68 (H): 0.1262, atom 69 (H): 0.1173, atom 70 (H): 0.0907, atom 71 (H): 0.0926, atom 72 (H): 0.0728, atom 73 (C): -0.1132, atom 74 (O): -0.2061, atom 75 (C): -0.2276, atom 76 (C): -0.2224, atom 77 (N): -0.0433, atom 78 (C): -0.2258, atom 79 (C): -0.2190, atom 80 (O): -0.1813, atom 81 (C): -0.1219, atom 82 (H): 0.0858, atom 83 (H): 0.0851, atom 84 (H): 0.0907, atom 85 (H): 0.1227, atom 86 (H): 0.1228, atom 87 (H): 0.1156, atom 88 (H): 0.1129, atom 89 (H): 0.1149, atom 90 (H): 0.1138, atom 91 (H): 0.1219, atom 92 (H): 0.1100, atom 93 (H): 0.1274, atom 94 (H): 0.0782, atom 95 (H): 0.0876, atom 96 (H): 0.0767, atom 97 (C): -0.0818, atom 98 (O): -0.2319, atom 99 (C): -0.1951

=====

2.
Computed, not measured: an isolated molecule of C3H8N2O2 at a distorted geometry, with the ωB97M-V functional and the def2-TZVPD basis.

Positions of all 15 atoms, in Å:
N  -2.38  -0.33  -1.44
C  -1.10  0.20  -1.30
O  -0.72  1.15  -1.96
C  -0.29  -0.32  -0.12
N  0.49  0.79  0.44
C  1.73  0.35  1.04
O  1.49  -0.68  1.96
H  -2.63  -0.52  -2.40
H  -2.50  -1.15  -0.86
H  -1.04  -0.63  0.60
H  0.26  -1.23  -0.37
H  0.63  1.41  -0.35
H  2.53  0.03  0.36
H  2.13  1.22  1.57
H  1.41  -0.29  2.83

Calculated values
Charge ... 0
Multiplicity ... 1
ΔE to the lowest compared entry with this formula, charge and spin ... 27.4 kcal/mol
Frontier orbital gap ... 0.3683 hartree

Calculated atomic charges, method Löwdin, unit e: atom 1 (N): 0.1420, atom 2 (C): -0.5042, atom 3 (O): 0.0659, atom 4 (C): -0.1593, atom 5 (N): -0.0358, atom 6 (C): -0.3165, atom 7 (O): -0.0473, atom 8 (H): 0.1034, atom 9 (H): 0.0856, atom 10 (H): 0.1065, atom 11 (H): 0.1313, atom 12 (H): 0.1009, atom 13 (H): 0.1212, atom 14 (H): 0.1195, atom 15 (H): 0.0868

=====

3.
Computed, not measured: a cluster of 2 separate species, C3H11NO2 in total at a distorted geometry, with the ωB97M-V functional and the def2-TZVPD basis.

Positions of all 17 atoms, in Å:
N  -0.43  1.80  -0.70
C  0.97  1.24  -0.80
C  1.15  -0.05  -0.01
C  0.74  -1.30  -0.82
O  -0.13  -2.14  -0.09
H  -0.22  2.72  -0.28
H  -0.84  1.40  0.14
H  1.15  1.10  -1.86
H  1.65  2.01  -0.44
H  0.42  -0.06  0.79
H  2.17  -0.17  0.35
H  1.63  -1.80  -1.20
H  0.22  -1.02  -1.74
H  0.39  -2.87  0.28
O  -3.06  -0.13  1.79
H  -2.16  -0.31  2.09
H  -3.64  -0.43  2.50

Calculated values
Charge ... 0
Multiplicity ... 1
ΔE to the lowest compared entry with this formula, charge and spin ... 22.0 kcal/mol
Frontier orbital gap ... 0.3807 hartree

Calculated atomic charges, method Löwdin, unit e: atom 1 (N): -0.0048, atom 2 (C): -0.2798, atom 3 (C): -0.1760, atom 4 (C): -0.2790, atom 5 (O): -0.0628, atom 6 (H): 0.0580, atom 7 (H): 0.0398, atom 8 (H): 0.0961, atom 9 (H): 0.0982, atom 10 (H): 0.0919, atom 11 (H): 0.1090, atom 12 (H): 0.1129, atom 13 (H): 0.1164, atom 14 (H): 0.0857, atom 15 (O): -0.0663, atom 16 (H): 0.0232, atom 17 (H): 0.0375

=====

4.
Computed, not measured: an isolated molecule of C5H9IS at a distorted geometry, with the ωB97M-V functional and the def2-TZVPD basis.

Positions of all 16 atoms, in Å:
C  1.00  -0.98  1.83
C  0.93  0.01  0.64
I  2.99  0.04  -0.14
C  0.15  -0.53  -0.51
C  -0.08  0.60  -1.46
C  -0.72  1.58  -0.48
S  0.32  1.69  1.00
H  1.54  -0.75  2.76
H  1.15  -2.02  1.65
H  -0.04  -1.08  2.34
H  -0.89  -0.88  -0.26
H  0.64  -1.33  -0.98
H  0.94  0.92  -1.73
H  -0.80  0.56  -2.22
H  -0.82  2.55  -0.85
H  -1.70  1.29  -0.25

Calculated values
Charge ... 0
Multiplicity ... 1
ΔE to the lowest compared entry with this formula, charge and spin ... 0.0 kcal/mol
Frontier orbital gap ... 0.3339 hartree

Calculated atomic charges, method Löwdin, unit e: atom 1 (C): -0.2195, atom 2 (C): -1.0877, atom 3 (I): 0.8328, atom 4 (C): -0.3788, atom 5 (C): -0.2572, atom 6 (C): -0.4742, atom 7 (S): 0.8536, atom 8 (H): 0.0713, atom 9 (H): 0.0583, atom 10 (H): 0.1019, atom 11 (H): 0.1443, atom 12 (H): 0.0786, atom 13 (H): 0.0560, atom 14 (H): 0.1060, atom 15 (H): 0.0523, atom 16 (H): 0.0624

=====

5.
Computed, not measured: an isolated molecule of C4H9NO2 at a distorted geometry, with the ωB97M-V functional and the def2-TZVPD basis.

Positions of all 16 atoms, in Å:
C  -1.88  -0.13  1.34
C  -0.63  0.54  0.80
O  -0.96  1.47  -0.21
C  0.35  -0.48  0.23
N  -0.26  -1.11  -0.96
C  1.67  0.15  -0.19
O  2.33  -0.29  -1.08
H  -2.63  0.62  1.56
H  -1.76  -0.81  2.17
H  -2.39  -0.65  0.52
H  -0.17  1.11  1.62
H  -1.06  0.94  -1.02
H  0.59  -1.21  1.01
H  -0.84  -1.89  -0.66
H  0.49  -1.54  -1.47
H  1.99  1.00  0.44

Calculated values
Charge ... 0
Multiplicity ... 1
ΔE to the lowest compared entry with this formula, charge and spin ... 33.5 kcal/mol
Frontier orbital gap ... 0.4002 hartree

Calculated atomic charges, method Löwdin, unit e: atom 1 (C): -0.0494, atom 2 (C): -0.4304, atom 3 (O): -0.0335, atom 4 (C): -0.3243, atom 5 (N): 0.0618, atom 6 (C): -0.2077, atom 7 (O): 0.0720, atom 8 (H): 0.0816, atom 9 (H): 0.0776, atom 10 (H): 0.0771, atom 11 (H): 0.1432, atom 12 (H): 0.0884, atom 13 (H): 0.1530, atom 14 (H): 0.0815, atom 15 (H): 0.0742, atom 16 (H): 0.1350

=====

no.,HOMO energy (eV)
1,-8.46
2,-9.23
3,-9.60
4,-8.60
5,-10.14